Record 1
Density functional theory data (ωB97M-V/def2-TZVPD) for 2 unconnected molecules or ions with the total composition C6H11NO2P.

```
21
Properties=species:S:1:pos:R:3:forces:R:3:lowdin_charge:R:1
C 3.794 0.618 -1.159 -0.7 -0.8 0.0 0.03
C 0.374 -1.591 -0.495 -0.5 0.2 1.2 -0.11
C 1.253 -1.948 0.602 -1.1 -3.7 -2.1 -0.01
C -3.225 -0.416 1.017 -2.8 -0.7 1.5 0.01
C 0.450 1.995 -0.452 -3.6 -0.3 0.5 -0.17
C -3.187 0.821 0.540 -1.0 -0.3 0.3 -0.26
N 3.217 -0.259 -0.705 0.5 0.5 -0.1 0.10
O -0.209 -0.496 -0.561 -0.7 -0.5 -1.3 -0.14
O -2.014 1.261 0.014 1.6 1.0 -0.8 -0.31
P -0.576 0.852 0.568 0.7 0.7 0.6 1.03
H 2.053 -1.352 0.350 2.4 1.1 0.0 0.00
H 0.234 -2.285 -1.319 0.0 0.2 -0.4 0.16
H 1.490 -3.030 0.505 0.3 0.8 -0.1 0.13
H -2.283 -0.934 1.223 -0.5 -0.2 -0.5 0.03
H -4.215 -0.921 1.423 2.3 1.3 -0.9 0.12
H 0.921 -1.831 1.561 -1.1 1.1 2.5 0.08
H 1.338 1.477 -0.519 2.4 -0.3 -0.1 -0.03
H 0.372 2.936 0.083 0.7 0.2 -0.2 0.06
H -0.068 2.037 -1.415 0.3 0.2 0.0 0.07
H 4.200 1.406 -1.716 0.7 0.7 -0.3 0.07
H -3.916 1.660 0.455 0.1 -1.4 0.1 0.14
```
Forces are in eV/Å.

The total charge is +1. For the LUMO energy, the calculation gives -4.60 eV. As for the energy above the lowest of the compared OMol25 structures with the same formula, charge and spin: 1.518 eV. Its spin multiplicity is 1. The total energy is -781.4667 Ha. The gap between HOMO and LUMO is 8.55 eV.

=====

Record 2
Density functional theory data (ωB97M-V/def2-TZVPD) for 2 unconnected molecules or ions with the total composition C6H11NO3.

```
21
Properties=species:S:1:pos:R:3:forces:R:3:lowdin_charge:R:1
C -2.113 -2.027 -0.874 0.6 0.5 0.1 0.05
C -1.153 -1.161 -1.219 0.8 -0.4 0.1 -0.09
C 0.341 -1.316 -0.840 -1.2 -1.9 -2.3 -0.53
O 1.235 -1.054 -1.624 -0.6 0.5 1.1 0.07
O 0.503 -2.235 0.143 0.6 0.5 0.2 0.07
H -1.938 -2.839 -0.175 0.0 0.2 0.0 0.07
H -3.119 -1.921 -1.272 0.2 0.0 -0.1 0.07
H -1.327 -0.429 -2.001 0.0 0.2 0.3 0.11
H 1.431 -2.522 0.045 -0.3 0.1 0.2 0.13
C 0.691 1.954 -0.527 -0.3 -0.1 0.1 -0.06
N 0.453 0.962 0.517 -1.9 0.0 0.1 -0.22
C 1.450 0.924 1.580 -0.3 -0.2 -0.1 -0.06
C -0.916 0.792 0.897 1.1 1.6 -0.1 -0.31
O -1.867 1.384 0.408 1.3 -0.9 0.2 0.03
H 1.747 1.958 -0.804 -0.2 -0.1 0.0 0.09
H 0.084 1.707 -1.401 0.1 0.1 0.1 0.09
H 0.397 2.943 -0.169 0.1 0.1 -0.1 0.09
H 2.449 0.851 1.144 -0.2 -0.1 0.0 0.09
H 1.270 0.057 2.219 0.1 0.1 0.0 0.09
H 1.385 1.837 2.177 0.2 0.0 0.2 0.09
H -1.002 0.132 1.775 -0.1 -0.2 -0.2 0.14
```
Forces are in eV/Å.

Its SMILES is C=CC(=O)O.CN(C)C=O. For the LUMO energy, the calculation gives 0.66 eV. As for the energy above the lowest of the compared OMol25 structures with the same formula, charge and spin: 2.166 eV. Its spin multiplicity is 1. The total energy is -515.6706 Ha. The gap between HOMO and LUMO is 10.09 eV.

=====

Record 3
Density functional theory data (ωB97M-V/def2-TZVPD) for a single C6H11NO3S molecule.

```
22
Properties=species:S:1:pos:R:3:forces:R:3:lowdin_charge:R:1
C 2.805 -0.206 0.325 -1.9 4.9 -0.2 -0.01
C 1.318 -0.580 0.098 0.7 -0.2 1.3 -0.50
C 0.869 -0.554 -1.351 2.7 -4.1 -0.1 -0.02
C 1.116 -1.892 0.723 -0.3 0.2 -0.5 -0.18
N 0.844 -2.898 1.190 0.1 -0.7 0.4 0.19
C 0.424 0.400 0.868 -0.1 1.0 -0.8 -0.13
O -1.023 0.042 0.856 1.6 0.7 -0.1 -0.21
S -1.869 0.413 -0.459 -2.6 -0.9 1.1 0.60
C -3.403 1.053 0.291 2.3 1.4 -1.0 -0.07
O -1.170 1.359 -1.228 0.7 1.7 -0.6 -0.26
O -2.310 -0.787 -1.097 0.3 -0.3 0.2 -0.27
H 3.364 -0.646 -0.376 2.1 -1.8 -2.9 0.04
H 3.286 -0.407 1.213 0.2 -0.8 2.4 0.06
H 3.050 0.953 0.189 -1.0 -2.2 0.0 0.15
H 1.431 -1.287 -2.084 -0.9 1.3 1.7 0.15
H 1.063 0.406 -1.605 0.0 2.9 -1.6 0.05
H -0.130 -0.845 -1.291 -1.3 -0.3 -0.9 0.02
H 0.803 0.543 1.849 -0.5 -0.8 1.5 0.12
H 0.630 1.428 0.516 -0.8 -0.5 -0.7 0.14
H -4.170 0.495 -0.098 -1.8 -1.2 -1.3 0.04
H -3.391 0.901 1.301 0.3 -0.7 2.7 0.03
H -3.538 2.114 0.170 0.2 0.3 -0.6 0.07
```
Forces are in eV/Å.

Its SMILES is CC(C)(C#N)COS(C)(=O)=O. For the LUMO energy, the calculation gives 0.50 eV. As for the energy above the lowest of the compared OMol25 structures with the same formula, charge and spin: 2.836 eV. Its spin multiplicity is 1. The total energy is -913.8012 Ha. The gap between HOMO and LUMO is 11.88 eV.

=====

Record 4
Density functional theory data (ωB97M-V/def2-TZVPD) for a single C6H11NO3S molecule.

```
22
Properties=species:S:1:pos:R:3:forces:R:3:lowdin_charge:R:1
C 0.019 1.059 -0.510 -0.4 2.7 -3.5 -0.25
C 0.390 -0.251 -1.144 -2.5 1.8 -1.0 -0.14
C -0.800 0.891 0.712 0.1 1.8 3.3 -0.26
C -2.196 0.306 0.683 -2.9 0.9 -2.3 -0.24
C 1.537 -0.845 -0.958 0.6 -2.2 0.0 -0.16
C -2.127 -1.167 0.587 0.7 4.2 6.1 -0.37
N -2.305 -1.887 -0.400 -0.6 -4.8 -3.5 0.17
O 3.439 0.943 -0.718 -0.4 -0.1 0.2 -0.17
O 2.112 0.659 1.203 -0.5 -0.3 0.7 -0.29
O 3.579 -1.240 0.573 -0.9 1.4 -0.9 -0.28
S 2.682 -0.166 0.189 2.0 -1.0 0.4 0.62
H 0.958 1.655 -0.395 -1.3 -0.2 0.5 0.08
H -0.471 -0.440 -1.836 1.4 -1.3 0.5 0.13
H -0.192 0.156 1.326 -0.8 1.2 -0.1 0.12
H -0.947 1.911 1.316 0.9 -1.9 -1.3 0.16
H -2.805 0.725 1.546 0.9 -0.9 -0.7 0.11
H -2.938 0.558 -0.236 2.0 0.2 1.6 0.15
H 1.792 -1.876 -1.326 0.0 1.4 0.3 0.12
H -1.877 -1.570 1.594 -0.1 -0.7 -0.7 0.15
H -2.193 -2.887 -0.379 -0.2 -0.2 -1.2 0.09
H 2.946 1.767 -0.482 0.8 -0.6 -0.3 0.09
H -0.603 1.698 -1.347 1.3 -1.5 1.9 0.17
```
Forces are in eV/Å.

Its expectation value of S² is 2.006. For the LUMO energy (spin up / spin down), the calculation gives 0.55 / -2.63 eV. As for the energy above the lowest of the compared OMol25 structures with the same formula, charge and spin: 3.009 eV. Its spin multiplicity is 3. The total energy is -913.6096 Ha. The gap between HOMO and LUMO (spin up / spin down) is 5.95 / 7.97 eV.

=====

Record 5
Density functional theory data (ωB97M-V/def2-TZVPD) for 2 unconnected molecules or ions with the total composition C6H11NO5.

```
23
Properties=species:S:1:pos:R:3:forces:R:3:lowdin_charge:R:1
C -4.591 -0.434 -0.117 0.5 -0.9 -0.4 -0.49
C 2.060 -0.637 0.065 2.7 -0.1 -0.8 -0.19
C 1.717 0.716 0.714 1.3 0.1 2.4 -0.12
C 0.932 -1.623 -0.018 -0.1 2.9 1.3 -0.18
C -0.753 0.322 -0.247 0.9 0.4 -0.2 -0.31
C 0.527 1.242 -0.063 -2.3 1.7 -0.8 -0.53
N -0.138 -0.988 -0.755 -1.8 -0.2 -4.4 0.01
O -4.782 0.511 0.458 -0.9 3.6 2.1 0.24
O -4.394 -1.403 -0.676 0.5 -2.6 -1.6 0.21
O -1.522 0.071 0.889 1.5 -0.7 2.9 -0.11
O 0.950 1.449 -1.453 0.8 1.8 1.2 -0.06
O -0.024 2.497 0.494 0.9 -2.0 -0.4 -0.02
H 2.281 -0.298 -0.980 0.3 -0.7 0.6 0.11
H 3.013 -1.169 0.477 -1.7 1.1 -0.5 0.15
H 1.383 0.592 1.833 0.7 0.2 -1.9 0.14
H 2.741 1.375 0.717 -2.8 -1.2 -0.1 0.17
H 1.122 -2.504 -0.451 1.3 -3.2 -1.8 0.09
H 0.650 -1.842 0.964 -1.1 -0.3 1.7 0.11
H 0.289 -0.641 -1.725 -1.0 -0.7 2.4 0.20
H -0.937 -1.658 -1.115 1.9 1.6 1.4 0.21
H -1.019 -0.168 1.806 -1.1 0.6 -2.7 0.15
H 1.467 2.314 -1.424 -0.9 -1.6 -0.2 0.14
H -0.972 2.276 0.608 0.5 0.3 -0.2 0.08
```
Forces are in eV/Å.

For the LUMO energy, the calculation gives 0.37 eV. As for the energy above the lowest of the compared OMol25 structures with the same formula, charge and spin: 0.000 eV. Its spin multiplicity is 1. The total energy is -666.0675 Ha. The gap between HOMO and LUMO is 7.21 eV.

=====

Record 6
Density functional theory data (ωB97M-V/def2-TZVPD) for a single C6H11NS molecule.

```
19
Properties=species:S:1:pos:R:3:forces:R:3:lowdin_charge:R:1
C -0.465 1.840 0.174 -0.7 -0.2 0.8 -0.09
C -0.355 0.487 -0.482 -2.4 -0.5 2.4 -0.49
C 0.867 0.397 -1.250 1.2 -1.8 -4.5 -0.47
S 2.157 0.055 -0.001 0.5 0.1 0.8 0.81
C 0.870 -0.450 1.347 0.8 2.2 -0.5 -0.29
C -0.219 -0.804 0.388 -0.6 0.7 -0.4 -0.54
N -0.073 -1.957 -0.523 1.6 -1.7 1.5 0.01
C -1.607 -0.323 0.019 -0.3 0.7 0.5 0.01
H -0.913 1.793 1.228 0.0 0.4 -1.7 0.11
H 0.520 2.228 0.315 0.7 0.7 -0.1 0.05
H -1.031 2.402 -0.613 0.3 0.2 1.3 0.11
H 0.788 -0.548 -1.939 0.4 2.0 1.0 0.10
H 1.218 1.252 -1.920 -0.7 -0.9 1.1 0.11
H 1.476 -1.137 1.958 -0.9 0.0 0.0 0.07
H 0.600 0.557 1.838 0.6 -2.0 -0.1 0.09
H 0.927 -2.214 -0.802 -1.5 0.9 0.8 0.09
H -0.335 -2.701 0.157 0.1 0.0 -1.1 0.10
H -2.038 -1.077 -0.588 -0.6 -0.3 -0.5 0.08
H -2.386 0.199 0.693 1.8 -0.5 -1.1 0.14
```
Forces are in eV/Å.

Its SMILES is C[C@@]12CSC[C@@]1(N)C2. For the LUMO energy, the calculation gives 0.86 eV. As for the energy above the lowest of the compared OMol25 structures with the same formula, charge and spin: 3.574 eV. Its spin multiplicity is 1. The total energy is -688.0179 Ha. The gap between HOMO and LUMO is 9.14 eV.

=====

- What is the energy above the lowest of the compared OMol25 structures with the same formula, charge and spin in the fifth record?
  0.000 eV